(1)
Here is the molecule C21H24N2O2S from the OMol25 dataset. Energies are from ωB97M-V/def2-TZVPD.

Atoms and positions in Å:
O (-1.26, -3.21, 0.00)
C (-0.61, -2.19, 0.16)
N (-1.14, -1.00, 0.51)
H (-0.55, -0.17, 0.53)
C (-2.55, -0.80, 0.68)
H (-3.02, -1.79, 0.70)
H (-2.73, -0.30, 1.63)
C (-3.14, 0.03, -0.47)
C (-4.60, 0.26, -0.25)
C (-5.53, -0.70, -0.63)
C (-6.88, -0.51, -0.41)
C (-7.32, 0.64, 0.21)
C (-6.41, 1.61, 0.60)
C (-5.06, 1.42, 0.37)
H (-4.35, 2.17, 0.67)
H (-6.75, 2.51, 1.08)
H (-8.38, 0.79, 0.39)
H (-7.59, -1.27, -0.71)
H (-5.18, -1.61, -1.12)
H (-2.97, -0.50, -1.41)
H (-2.60, 0.98, -0.52)
C (0.88, -2.17, -0.05)
C (1.36, -2.68, -1.25)
C (2.72, -2.74, -1.51)
C (3.62, -2.33, -0.54)
C (3.15, -1.86, 0.68)
C (1.79, -1.75, 0.91)
S (1.25, -1.08, 2.47)
C (1.97, 0.61, 2.32)
C (1.81, 1.09, 0.90)
O (0.71, 1.17, 0.37)
N (2.92, 1.39, 0.21)
C (4.30, 1.45, 0.67)
C (5.10, 1.64, -0.62)
H (5.31, 0.68, -1.08)
C (4.15, 2.45, -1.50)
C (2.80, 1.81, -1.18)
H (2.62, 0.93, -1.81)
H (1.96, 2.49, -1.29)
H (4.15, 3.49, -1.20)
H (4.40, 2.38, -2.55)
H (6.05, 2.15, -0.44)
H (4.59, 0.54, 1.19)
H (4.43, 2.30, 1.34)
H (3.00, 0.60, 2.68)
H (1.36, 1.22, 2.98)
H (3.85, -1.59, 1.46)
H (4.68, -2.40, -0.72)
H (3.08, -3.11, -2.46)
H (0.65, -3.03, -1.99)

Its calculated total energy is -40078.39058 eV. The calculation puts the energy relative to the best compared isomer or geometry (same formula, charge and spin) at 0.302 eV. The calculation puts the orbital gap at 0.3277 hartree. As for the total charge: 0.

Need the Löwdin charges? In units of e they are: atom 1 (O): 0.07, atom 2 (C): -0.48, atom 3 (N): 0.06, atom 4 (H): 0.08, atom 5 (C): -0.16, atom 6 (H): 0.12, atom 7 (H): 0.13, atom 8 (C): -0.13, atom 9 (C): -0.25, atom 10 (C): -0.04, atom 11 (C): -0.09, atom 12 (C): -0.10, atom 13 (C): -0.09, atom 14 (C): -0.05, atom 15 (H): 0.11, atom 16 (H): 0.10, atom 17 (H): 0.10, atom 18 (H): 0.10, atom 19 (H): 0.12, atom 20 (H): 0.12, atom 21 (H): 0.12, atom 22 (C): -0.14, atom 23 (C): -0.01, atom 24 (C): -0.07, atom 25 (C): -0.08, atom 26 (C): -0.11, atom 27 (C): -0.47, atom 28 (S): 0.98, atom 29 (C): -0.33, atom 30 (C): -0.52, atom 31 (O): 0.02, atom 32 (N): -0.04, atom 33 (C): -0.15, atom 34 (C): -0.16, atom 35 (H): 0.11, atom 36 (C): -0.16, atom 37 (C): -0.13, atom 38 (H): 0.13, atom 39 (H): 0.13, atom 40 (H): 0.12, atom 41 (H): 0.11, atom 42 (H): 0.11, atom 43 (H): 0.10, atom 44 (H): 0.13, atom 45 (H): 0.06, atom 46 (H): 0.09, atom 47 (H): 0.10, atom 48 (H): 0.10, atom 49 (H): 0.10, atom 50 (H): 0.12



(2)
Here is a structure of composition C26H41BF17NO24S4Zr at a distorted geometry from the OMol25 dataset. Energies are from ωB97M-V/def2-TZVPD.

Atoms and positions in Å:
Zr (-0.79, 0.42, 2.27)
N (0.61, 1.55, 3.23)
S (2.20, 1.68, 3.62)
O (2.54, 1.59, 5.02)
O (3.10, 2.27, 2.70)
F (2.47, 0.16, 3.11)
S (0.40, 3.06, 4.10)
O (0.87, 4.35, 3.58)
O (0.17, 2.96, 5.51)
F (-1.10, 3.18, 3.51)
B (0.51, -0.24, 0.74)
H (0.59, 0.82, 0.90)
H (-0.50, -0.51, 0.49)
H (1.27, -0.54, 0.03)
H (0.72, -0.76, 1.66)
O (-2.31, 0.39, 3.85)
C (-3.61, 0.72, 3.41)
C (-3.62, 1.41, 1.95)
O (-2.48, 1.10, 1.08)
H (-4.12, 1.28, 4.19)
H (-4.17, -0.21, 3.39)
H (-3.63, 2.49, 2.08)
H (-4.53, 1.02, 1.50)
C (0.17, -5.17, 1.52)
C (-0.07, -3.80, 0.94)
O (-1.39, -3.69, 0.79)
C (-2.15, -2.78, 1.43)
O (-1.75, -1.78, 2.03)
C (-3.65, -3.17, 1.46)
F (-3.87, -4.02, 0.49)
F (-3.88, -3.72, 2.67)
F (-4.32, -2.09, 1.24)
H (-0.12, -5.86, 0.73)
H (-0.48, -5.22, 2.39)
H (1.23, -5.25, 1.79)
H (0.47, -3.58, 0.01)
H (0.35, -3.09, 1.66)
C (-1.92, -1.60, 6.90)
C (-1.82, -2.37, 5.56)
O (-0.48, -2.77, 5.51)
C (0.45, -2.03, 4.83)
O (0.25, -1.21, 3.91)
C (2.01, -2.54, 5.03)
F (2.43, -3.02, 3.84)
F (2.72, -1.54, 5.42)
F (2.15, -3.49, 5.98)
H (-1.63, -2.31, 7.68)
H (-2.96, -1.31, 6.95)
H (-1.32, -0.68, 6.89)
H (-2.03, -1.91, 4.59)
H (-2.44, -3.26, 5.62)
C (3.62, -2.05, 1.05)
C (3.65, -2.14, -0.45)
O (3.23, -3.45, -0.84)
C (3.54, -3.92, -2.11)
O (4.17, -3.31, -2.93)
C (2.88, -5.24, -2.44)
F (1.76, -5.00, -3.04)
F (3.73, -6.00, -3.23)
F (2.61, -5.93, -1.31)
H (2.59, -2.06, 1.42)
H (3.85, -1.04, 1.38)
H (4.26, -2.74, 1.59)
H (4.69, -1.88, -0.68)
H (3.03, -1.33, -0.84)
C (3.60, 1.36, -3.66)
C (4.23, 0.67, -4.78)
O (4.01, 1.22, -6.08)
C (2.75, 1.20, -6.73)
O (1.74, 0.56, -6.38)
C (2.68, 2.04, -8.04)
F (3.90, 2.49, -8.16)
F (2.29, 1.26, -9.09)
F (1.79, 3.02, -7.86)
H (2.53, 1.32, -3.46)
H (3.92, 2.39, -3.54)
H (4.08, 0.96, -2.77)
H (3.92, -0.37, -4.71)
H (5.31, 0.80, -4.79)
C (-1.55, 6.29, 1.72)
C (-1.92, 5.01, 0.99)
O (-1.01, 4.85, -0.02)
C (-0.07, 3.88, -0.05)
O (-0.09, 3.11, 0.96)
C (0.96, 3.85, -1.23)
F (0.84, 4.99, -1.98)
F (2.20, 3.76, -0.78)
F (0.83, 2.78, -1.96)
H (-2.30, 6.63, 2.44)
H (-1.27, 7.14, 1.10)
H (-0.56, 6.14, 2.16)
H (-2.90, 5.21, 0.55)
H (-2.15, 4.24, 1.73)
C (-3.63, 1.93, -3.16)
C (-2.10, 2.07, -3.46)
O (-1.83, 3.39, -2.92)
S (-3.08, 4.41, -3.35)
O (-2.85, 5.08, -4.65)
O (-3.42, 5.35, -2.30)
O (-4.16, 3.20, -3.44)
H (-3.75, 1.72, -2.10)
H (-4.02, 1.15, -3.80)
H (-1.76, 2.00, -4.49)
H (-1.56, 1.36, -2.83)
C (-0.12, -1.27, -3.32)
C (-1.11, -1.60, -4.45)
O (-2.35, -1.24, -3.90)
S (-2.45, -1.75, -2.28)
O (-2.78, -3.16, -2.08)
O (-3.23, -0.78, -1.52)
O (-0.84, -1.40, -2.10)
H (0.52, -0.40, -3.45)
H (0.59, -2.09, -3.20)
H (-1.22, -2.62, -4.80)
H (-0.79, -1.02, -5.31)

Its calculated total energy is -169744.35608 eV. The calculation puts the energy relative to the best compared isomer or geometry (same formula, charge and spin) at 6.706 eV. The calculation puts the orbital gap at 0.2747 hartree. As for the total charge: 0.

Atomic partial charges in e from the Löwdin method, atoms 1 to 99: atom 1 (Zr): 1.84, atom 2 (N): -0.41, atom 3 (S): 0.52, atom 4 (O): -0.21, atom 5 (O): -0.20, atom 6 (F): -0.22, atom 7 (S): 0.60, atom 8 (O): -0.22, atom 9 (O): -0.21, atom 10 (F): -0.21, atom 11 (B): -0.49, atom 12 (H): -0.02, atom 13 (H): -0.01, atom 14 (H): 0.02, atom 15 (H): -0.04, atom 16 (O): -0.41, atom 17 (C): -0.29, atom 18 (C): -0.24, atom 19 (O): -0.38, atom 20 (H): 0.10, atom 21 (H): 0.08, atom 22 (H): 0.08, atom 23 (H): 0.10, atom 24 (C): -0.02, atom 25 (C): -0.27, atom 26 (O): 0.05, atom 27 (C): -0.24, atom 28 (O): 0.01, atom 29 (C): -0.59, atom 30 (F): 0.21, atom 31 (F): 0.17, atom 32 (F): 0.23, atom 33 (H): 0.09, atom 34 (H): 0.09, atom 35 (H): 0.09, atom 36 (H): 0.14, atom 37 (H): 0.11, atom 38 (C): -0.02, atom 39 (C): -0.21, atom 40 (O): 0.01, atom 41 (C): -0.19, atom 42 (O): 0.00, atom 43 (C): -0.53, atom 44 (F): 0.16, atom 45 (F): 0.22, atom 46 (F): 0.16, atom 47 (H): 0.09, atom 48 (H): 0.08, atom 49 (H): 0.09, atom 50 (H): 0.09, atom 51 (H): 0.13, atom 52 (C): -0.07, atom 53 (C): -0.22, atom 54 (O): 0.01, atom 55 (C): -0.33, atom 56 (O): 0.17, atom 57 (C): -0.55, atom 58 (F): 0.21, atom 59 (F): 0.14, atom 60 (F): 0.15, atom 61 (H): 0.04, atom 62 (H): 0.09, atom 63 (H): 0.09, atom 64 (H): 0.13, atom 65 (H): 0.11, atom 66 (C): -0.08, atom 67 (C): -0.23, atom 68 (O): -0.01, atom 69 (C): -0.25, atom 70 (O): 0.10, atom 71 (C): -0.55, atom 72 (F): 0.19, atom 73 (F): 0.15, atom 74 (F): 0.18, atom 75 (H): 0.07, atom 76 (H): 0.09, atom 77 (H): 0.09, atom 78 (H): 0.13, atom 79 (H): 0.14, atom 80 (C): -0.05, atom 81 (C): -0.24, atom 82 (O): 0.03, atom 83 (C): -0.20, atom 84 (O): 0.03, atom 85 (C): -0.54, atom 86 (F): 0.15, atom 87 (F): 0.19, atom 88 (F): 0.19, atom 89 (H): 0.09, atom 90 (H): 0.08, atom 91 (H): 0.07, atom 92 (H): 0.13, atom 93 (H): 0.10, atom 94 (C): -0.17, atom 95 (C): -0.14, atom 96 (O): -0.23, atom 97 (S): 0.73, atom 98 (O): -0.26, atom 99 (O): -0.24



(3)
Here is the molecule C5H9N from the OMol25 dataset. Energies are from ωB97M-V/def2-TZVPD.

Atoms and positions in Å:
C (-1.12, 0.83, 1.05)
C (-1.52, 0.49, -0.33)
C (-0.51, -0.39, 0.45)
N (0.82, -0.38, -0.14)
C (1.91, -0.75, 0.53)
C (0.81, -0.06, -1.44)
H (-0.48, 1.69, 1.22)
H (-1.87, 0.63, 1.81)
H (-2.48, 0.05, -0.57)
H (-1.18, 1.20, -1.10)
H (-0.72, -1.34, 0.96)
H (1.99, -0.63, 1.60)
H (2.73, -1.10, -0.07)
H (-0.01, -0.46, -2.02)
H (1.73, 0.30, -1.87)

Its calculated total energy is -6817.03610 eV. The calculation puts the energy relative to the best compared isomer or geometry (same formula, charge and spin) at 3.959 eV. The calculation puts the orbital gap (alpha / beta) at 0.2817 / 0.2817 hartree. As for the total charge: 0.

Need the Löwdin charges? In units of e they are: atom 1 (C): -0.11, atom 2 (C): -0.12, atom 3 (C): -0.24, atom 4 (N): -0.28, atom 5 (C): -0.01, atom 6 (C): -0.03, atom 7 (H): 0.11, atom 8 (H): 0.10, atom 9 (H): 0.10, atom 10 (H): 0.10, atom 11 (H): 0.15, atom 12 (H): 0.05, atom 13 (H): 0.05, atom 14 (H): 0.07, atom 15 (H): 0.06